Model P:
Formula: C3H6NO
Source: OMol25
Level of theory: ωB97M-V with the def2-TZVPD basis set

Last column: Löwdin charge in e.
Element x y z (Å)
C -0.07175 0.11681 0.34092  -0.297
H -1.07282 -1.58549 0.60477  0.160
H 0.64818 -1.74475 1.12391  0.101
H -0.14732 0.40573 -1.75165  0.088
H 1.28595 0.33982 -1.01197  0.142
H 0.08433 1.89049 -0.99325  0.126
N -0.65400 0.85925 1.13036  0.206
C 0.03604 -1.35696 0.32633  0.040
O -0.87943 1.99260 1.85619  0.200
H 0.47711 -1.74322 -0.70304  0.164
C 0.29373 0.82571 -0.92256  0.069

The value obtained for the LUMO energy (spin up / spin down) is -8.33 / -8.33 eV. The total charge is +1. As for the orbital gap (spin up / spin down): 0.3152 / 0.3153 Eh. Its SMILES is CC(C)=[N+]=O.

Model Q:
Formula: C3H6NO
Source: OMol25
Level of theory: ωB97M-V with the def2-TZVPD basis set

Last column: Löwdin charge in e.
Element x y z (Å)
H 1.02861 2.65623 -0.37139  0.138
C -0.53477 1.18824 0.15019  0.059
H 0.16933 -0.21399 1.44262  0.155
H -1.05604 -2.04900 0.10391  0.243
O 1.34237 0.30068 -0.18786  -0.019
H -1.45745 1.49772 0.44624  0.076
H 0.53248 -2.08881 -0.29387  0.174
C 0.67153 1.66472 -0.11797  0.050
C 0.17985 -0.23131 0.38955  -0.331
H -0.63835 -1.29249 -1.26210  0.208
N -0.23755 -1.43198 -0.29932  0.247

The value obtained for the LUMO energy is -4.21 eV. The total charge is +1. As for the orbital gap: 0.3776 Eh.

From most stable to least stable, the computed energies give model Q, model P.

Model P:
Formula: C6H8N2O2
Source: OMol25
Level of theory: ωB97M-V with the def2-TZVPD basis set

Last column: Löwdin charge in e.
Element x y z (Å)
C -1.63364 0.35263 -0.13055  -0.610
H 1.97609 0.73836 -1.57321  0.125
H 0.55622 -1.31104 3.53780  0.028
C 1.88409 -0.23033 -1.01210  -0.076
H 1.01465 -2.39495 -1.21171  0.130
H -3.57075 1.19567 0.13506  0.085
O 0.03954 2.00860 0.26350  0.023
C 0.82798 -0.56699 -0.04716  -0.315
H -2.23463 2.21035 -0.19717  0.055
N -2.59158 1.38052 0.19680  0.145
H 0.12720 -1.24847 -2.02781  0.069
H 2.99116 -0.46422 -0.67623  0.148
N -0.36810 0.71071 -0.13275  -0.008
C 0.70949 -1.23505 2.49200  0.168
H 0.64646 1.83246 0.97068  0.089
C 0.80954 -0.95959 1.29430  -0.061
C 0.87600 -1.30983 -1.35026  -0.041
O -2.05971 -0.70883 -0.53119  0.044

The value obtained for the LUMO energy is 0.72 eV. The total charge is 0. As for the orbital gap: 0.3655 Eh. Its SMILES is C#CC1(N(O)C(N)=O)CC1.

Model Q:
Formula: C6H8N2O2
Source: OMol25
Level of theory: ωB97M-V with the def2-TZVPD basis set

Last column: Löwdin charge in e.
Element x y z (Å)
H -0.75392 0.84156 -1.97169  0.210
C -1.97917 -0.13122 0.90280  0.021
H 2.94244 2.15516 0.95420  0.073
C 2.22236 1.67346 0.20706  -0.021
N -0.15798 -1.50783 0.16818  0.092
H 0.40403 -2.41510 0.24717  0.209
H 1.60287 2.21117 -0.48954  0.038
H -2.50219 0.33458 1.70453  0.110
C -2.07587 0.46223 -0.41343  -0.571
H 1.40189 0.00178 -0.49754  -0.046
N -1.13655 0.14805 -1.25286  0.209
H -1.07331 -1.73513 2.00779  0.132
H 2.43357 -0.38636 0.80335  0.026
O 0.75080 -1.21220 -1.85892  0.085
C 2.04012 0.33224 0.22088  -0.052
C -1.12262 -1.16260 1.07077  -0.082
O -2.91050 1.27453 -0.74199  0.075
C -0.08596 -0.88431 -1.06077  -0.508

The value obtained for the LUMO energy is 0.44 eV. The total charge is 0. As for the orbital gap: 0.3668 Eh. Its SMILES is O=c1cc[nH]c(=O)[nH]1.C=C.

Model R:
Formula: C6H8N2O2
Source: OMol25
Level of theory: ωB97M-V with the def2-TZVPD basis set

Last column: Löwdin charge in e.
Element x y z (Å)
H -2.46266 -1.27008 -2.28722  0.194
H 2.15931 0.11901 1.95226  0.107
H 1.74920 1.86809 1.25950  0.124
H -1.68787 1.13520 -1.65442  0.147
H -3.12841 -0.68181 1.81128  0.090
N -2.36126 -0.99144 -1.25329  0.025
H 0.58472 0.64901 2.08519  0.054
H -3.15909 -2.59085 -0.08854  0.123
N -2.39799 0.63884 0.22078  0.055
O 1.22426 0.24449 0.05774  -0.164
C 1.38011 0.77641 1.40254  -0.069
C -2.87294 -1.52492 -0.12519  -0.166
C 0.77146 -1.07562 -0.10350  -0.299
H -0.06854 -1.41796 0.54378  0.134
O 1.87866 -2.08978 0.04819  0.014
C -2.16358 0.33768 -0.99413  -0.262
C 1.47879 -1.96060 -1.14304  0.067
C -2.87087 -0.54230 0.78256  -0.173

The value obtained for the LUMO energy is 0.75 eV. The total charge is 0. As for the orbital gap: 0.3672 Eh.

Model S:
Formula: C6H8N2O2
Source: OMol25
Level of theory: ωB97M-V with the def2-TZVPD basis set

Last column: Löwdin charge in e.
Element x y z (Å)
C 1.28507 -1.09000 -2.03754  -0.060
N 0.71788 1.26312 0.80471  0.143
O -0.28429 3.28323 1.08232  0.098
C -0.35480 2.11386 0.91515  -0.550
H -0.78047 -1.90915 1.00687  0.188
N -1.58248 1.55455 0.41217  0.181
C 0.99223 -1.47598 -0.82389  -0.200
H 1.66157 1.66394 1.17481  0.203
H -2.40062 2.24626 0.25218  0.207
C -1.75485 0.16205 0.24599  -0.437
H 1.21898 -0.83968 1.16258  0.071
O -2.83053 -0.29877 -0.04611  0.068
H -0.05085 -1.97712 -0.63646  0.097
C 0.47633 -0.18889 0.91942  -0.163
H 1.64769 -1.78603 -0.03973  0.062
C -0.67415 -0.75269 0.73564  -0.075
H 2.34050 -0.77208 -2.43393  0.092
H 0.37278 -1.19663 -2.69417  0.074

The value obtained for the LUMO energy is 0.28 eV. The total charge is 0. As for the orbital gap: 0.3374 Eh. Its SMILES is O=c1cc[nH]c(=O)[nH]1.C=C.

From most stable to least stable, the computed energies give model Q, model S, model R, model P.

Model P:
Formula: C6H8N2O2
Source: OMol25
Level of theory: ωB97M-V with the def2-TZVPD basis set

Last column: Löwdin charge in e.
Element x y z (Å)
H -1.07250 1.18655 1.47260  0.125
C -0.19954 -1.96262 0.40323  -0.088
O -2.26463 -0.35509 -0.97120  0.064
H 1.62041 1.80697 0.69804  0.092
O -2.81207 1.43280 0.03530  0.013
C -1.07400 0.31061 0.84816  -0.128
H 0.54942 -2.43398 -1.42152  0.094
C -0.43699 -0.87058 1.24910  -0.059
N 0.56031 -0.47367 -1.23570  0.100
H -0.02291 -2.85024 1.01693  0.108
H -0.04747 -1.05331 2.31115  0.139
H 2.68582 0.71808 -0.25872  0.091
C 0.60474 0.71097 -0.75657  -0.172
C 1.84695 1.42714 -0.30187  -0.023
H -0.18844 1.44987 -1.08637  0.158
H 2.08188 2.15569 -1.04560  0.074
C 0.22211 -1.65463 -0.86588  -0.143
N -2.05310 0.45544 -0.09108  -0.445

The value obtained for the LUMO energy is -0.22 eV. The total charge is 0. As for the orbital gap: 0.2923 Eh. Its SMILES is C/C=N/C=C\C=C/[N+](=O)[O-].

Model Q:
Formula: C6H8N2O2
Source: OMol25
Level of theory: ωB97M-V with the def2-TZVPD basis set

Last column: Löwdin charge in e.
Element x y z (Å)
N 3.42767 0.35990 -0.23725  0.164
H -1.75246 -0.22303 -1.45944  0.076
C -1.29065 0.74399 -1.69202  -0.031
O -1.79681 -1.13355 1.26357  0.120
C -0.66708 -0.84201 0.98779  -0.304
N -0.01427 0.77644 0.57491  0.039
C -0.06823 1.03855 -0.86867  -0.257
H -0.27987 -1.83388 -0.94522  0.129
H -1.02195 0.73965 -2.75645  0.089
H 0.59897 0.75927 2.08238  0.255
C 0.85469 -0.01527 -0.36289  -0.378
C 2.28969 0.19161 -0.35123  -0.137
H -2.03785 1.53096 -1.52360  0.091
H -0.32621 -0.24381 3.37925  0.033
H 0.43405 1.97262 -1.13199  0.150
O 0.41939 -0.33931 2.77645  -0.170
H 0.98086 -2.08361 0.35499  0.136
C 0.25004 -1.39852 -0.09058  -0.007

The value obtained for the LUMO energy is 0.47 eV. The total charge is 0. As for the orbital gap: 0.3807 Eh.

From most stable to least stable, the computed energies give model Q, model P.

Model P:
Formula: C11H20N3O
Source: OMol25
Level of theory: ωB97M-V with the def2-TZVPD basis set

Last column: Löwdin charge in e.
Element x y z (Å)
H -1.64740 3.35105 -2.85896  0.077
H 0.69714 -0.95966 -2.74777  0.168
H -2.91284 1.36840 2.06496  0.058
H 0.61778 -0.61296 3.10380  0.128
C 0.11347 -2.91352 0.03373  -0.008
N 2.11760 1.06313 -0.72820  0.248
H 1.95864 -2.67252 2.91915  0.134
H 2.04076 1.99205 -0.38134  0.114
H 2.33272 -4.59403 1.71381  0.132
H 2.26194 -1.15689 -1.83830  0.150
H -1.35925 0.85129 0.35855  0.061
C -0.57942 -1.69390 0.11219  -0.040
H -2.07171 2.25564 -1.53880  0.068
N 0.29131 1.38530 -2.08337  0.101
C -1.13123 0.47365 1.31936  -0.228
H -0.29212 1.02266 -2.77023  0.136
H -2.24181 0.09543 3.11446  0.069
C 1.29724 0.62655 -1.66220  -0.463
C -0.39146 -0.83687 1.21997  -0.262
H 2.87983 0.53071 -0.40875  0.125
C -0.00764 2.70096 -1.57994  -0.226
N 1.48330 -0.57279 -2.16232  0.209
H -0.00790 -3.54036 -0.79208  0.098
H -1.30338 -1.46316 -0.59544  0.090
O 1.69157 -4.42824 0.98587  0.051
H 0.19029 2.79108 -0.51772  0.109
C -2.45562 0.40259 2.10987  -0.075
H -3.22481 -0.25551 1.57721  0.107
C 1.01307 -3.26218 1.03816  -0.343
H -1.72353 3.92524 -1.21949  0.086
H 0.61170 3.44809 -2.07427  0.129
C -1.46387 3.08663 -1.84234  -0.050
C 1.22552 -2.41468 2.11260  -0.015
H -0.50767 1.22673 1.82601  0.114
C 0.49780 -1.21993 2.19184  -0.050

The value obtained for the LUMO energy is -2.76 eV. The total charge is +1. As for the orbital gap: 0.3108 Eh.

Model Q:
Formula: C11H20N3O
Source: OMol25
Level of theory: ωB97M-V with the def2-TZVPD basis set

Last column: Löwdin charge in e.
Element x y z (Å)
O 0.83373 -0.28216 4.64688  0.064
N -2.98350 0.07099 0.96827  0.198
H -2.78639 1.30137 -1.31140  0.194
H -0.16865 1.27985 -2.81237  0.056
C -1.73432 -0.08572 -2.46613  -0.213
C 1.55575 -1.11957 1.19811  -0.049
H 3.09364 0.26708 -2.39237  0.080
H 3.47449 -0.87955 -1.35756  0.083
C 1.67366 -1.16033 2.57424  -0.022
H 1.37645 1.38612 -0.94762  0.097
H 1.72697 -2.00376 0.62630  0.110
H -2.42889 -0.72658 -3.02545  0.128
C 1.58623 0.30092 -0.93716  -0.214
H 3.71099 0.62154 -0.60134  0.074
C -1.19677 1.19586 -3.20830  -0.044
H -2.81653 -0.42961 1.81549  0.114
C 1.14780 -0.13734 3.33751  -0.338
N -2.31494 0.36524 -1.21453  0.081
C 3.06150 0.15942 -1.30096  -0.083
H -0.79367 -0.63727 -2.31202  0.093
N -2.11581 -1.73922 -0.16103  0.224
H -1.66535 -2.22310 -0.92014  0.122
H -1.15838 0.89312 -4.25266  0.084
C 1.26987 0.08527 0.56372  -0.241
H 0.88007 -0.08749 -1.63564  0.051
H 1.17055 -1.13892 4.95652  0.118
H 1.00284 2.25986 1.02157  0.122
C 1.01087 1.21304 1.35301  -0.053
C 0.87771 1.09604 2.72700  -0.017
H -1.58333 2.19864 -2.99003  0.085
H 1.98871 -2.04874 3.09214  0.114
H 0.27179 1.76652 3.34257  0.125
C -2.48587 -0.44723 -0.19239  -0.405
H -1.99461 -2.23739 0.71588  0.139
H -3.48662 0.92312 1.09986  0.122

The value obtained for the LUMO energy is -2.79 eV. The total charge is +1. As for the orbital gap: 0.3061 Eh.

From most stable to least stable, the computed energies give model P, model Q.

Model P:
Formula: C3H8O4
Source: OMol25
Level of theory: ωB97M-V with the def2-TZVPD basis set

Last column: Löwdin charge in e.
Element x y z (Å)
H -0.80780 0.51861 -2.65856  0.098
H -2.15268 1.12594 1.00361  0.143
H 1.04199 1.01214 -0.60404  0.127
O -1.29359 0.99791 1.45150  0.112
H -0.32487 -0.38149 -0.81021  0.127
H 0.93159 0.14423 2.15620  0.093
O -0.17007 1.11106 -2.22775  -0.045
C 0.52803 0.32779 -1.28533  -0.358
O -1.59733 -0.94839 0.35110  0.016
C -0.88145 -0.22615 1.08844  -0.581
O 1.45779 -0.49509 -1.94340  -0.041
H 2.10006 0.10776 -2.35455  0.095
H 0.90073 -1.36363 1.22613  0.098
H -0.03968 -1.22972 2.74877  0.102
C 0.30728 -0.70098 1.85808  0.016

The value obtained for the LUMO energy is 0.67 eV. The total charge is 0. As for the orbital gap: 0.4039 Eh. Its SMILES is CC(=O)O.OCO.

Model Q:
Formula: C3H8O4
Source: OMol25
Level of theory: ωB97M-V with the def2-TZVPD basis set

Last column: Löwdin charge in e.
Element x y z (Å)
O -1.66166 -0.98714 1.29833  0.087
O -1.07433 2.21948 -2.13328  -0.086
H -1.68343 2.95304 -1.99249  0.033
C -0.57254 -1.05102 0.77810  -0.455
O -0.45649 -1.76831 -0.38178  0.083
C 1.73950 -0.04710 0.36056  -0.316
O 1.42094 0.97786 -0.52688  -0.087
H 1.75123 -1.01303 -0.10682  0.095
C 0.60807 -0.14656 1.39419  -0.059
H 1.20397 -0.64767 2.19193  0.118
H -1.24156 -1.62564 -0.89221  0.110
H 2.80964 0.10293 0.74644  0.144
H -0.24032 2.56646 -1.68540  0.062
H 0.17784 0.93337 1.67912  0.172
H 0.74476 0.66356 -1.18883  0.100

The value obtained for the LUMO energy is 0.52 eV. The total charge is 0. As for the orbital gap: 0.3961 Eh. Its SMILES is O=C(O)CCO.O.

From most stable to least stable, the computed energies give model P, model Q.